A.
C9H28O5 | ωB97M-V with the def2-TZVPD basis set

Each line ends with the natural charge from an NBO analysis.
Geometry (Å):
C 1.19 -1.27 0.38  -0.29
O -0.12 -0.76 0.56  -0.71
H 1.25 -2.22 -0.15  0.21
H 1.76 -0.47 -0.08  0.21
H 1.50 -1.46 1.41  0.18
H -0.13 0.10 0.98  0.50
C 1.75 -0.58 -2.19  -0.70
C 2.65 0.30 -3.08  -0.06
O 3.62 -0.56 -3.57  -0.72
H 2.34 -1.10 -1.43  0.18
H 1.21 -1.34 -2.76  0.19
H 0.90 -0.05 -1.75  0.29
H 3.15 1.11 -2.54  0.15
H 2.04 0.80 -3.83  0.15
H 3.58 -0.36 -4.51  0.46
C -0.59 -1.87 3.01  -0.66
C -1.80 -0.96 3.36  -0.06
O -2.49 -0.49 2.21  -0.74
H -1.04 -2.68 2.44  0.21
H -0.02 -2.18 3.88  0.20
H 0.00 -1.39 2.23  0.22
H -1.41 -0.13 3.94  0.11
H -2.50 -1.45 4.04  0.19
H -1.92 0.18 1.85  0.46
C -1.37 -0.02 -2.74  -0.64
C -1.31 0.48 -1.23  -0.06
O 0.00 0.53 -0.80  -0.78
H -2.39 0.20 -3.07  0.20
H -1.33 -1.10 -2.84  0.21
H -0.70 0.43 -3.48  0.21
H -1.93 -0.13 -0.57  0.18
H -1.69 1.49 -1.11  0.14
H 0.21 -0.08 -0.09  0.45
C 0.01 2.42 0.78  -0.72
C -1.12 1.62 1.35  -0.16
O -0.55 0.54 1.99  -0.69
H -0.34 3.40 0.46  0.22
H 0.33 1.95 -0.15  0.30
H 0.84 2.73 1.42  0.21
H -1.89 1.41 0.61  0.25
H -1.53 2.07 2.25  0.20
H -0.16 0.86 2.80  0.52

Its orbital gap is 8.67 eV.



B.
C9H28O5 | ωB97M-V with the def2-TZVPD basis set

Each line ends with the natural charge from an NBO analysis.
Geometry (Å):
O 19.99 -0.63 22.73  -0.94
H 20.41 -1.31 23.26  0.47
H 20.57 0.13 22.81  0.47
O 15.46 -0.03 24.66  -0.94
H 16.37 -0.17 24.38  0.47
H 15.00 0.22 23.86  0.47
C 21.75 5.31 26.79  -0.63
C 20.72 4.98 25.69  0.10
C 19.62 5.97 25.55  -0.65
O 21.52 4.83 24.52  -0.74
H 22.54 4.58 26.94  0.22
H 21.20 5.59 27.68  0.20
H 22.15 6.30 26.54  0.19
H 20.24 4.02 25.91  0.18
H 18.87 5.76 26.31  0.22
H 18.93 5.74 24.73  0.23
H 19.81 7.04 25.60  0.21
H 22.01 5.61 24.26  0.47
C 24.04 -1.51 27.40  -0.64
C 23.70 -2.98 27.33  0.09
C 22.86 -3.58 28.53  -0.66
O 22.80 -3.17 26.19  -0.73
H 23.30 -0.91 26.86  0.23
H 24.99 -1.26 26.94  0.21
H 24.22 -1.07 28.38  0.22
H 24.63 -3.53 27.24  0.17
H 22.84 -2.96 29.42  0.21
H 23.19 -4.50 29.02  0.21
H 21.84 -3.86 28.26  0.21
H 22.51 -4.08 26.22  0.46
C 18.60 5.62 17.54  -0.63
C 18.35 4.27 18.21  0.10
C 16.89 3.95 18.56  -0.63
O 18.63 3.36 17.23  -0.72
H 17.66 6.14 17.38  0.21
H 19.17 5.78 16.62  0.24
H 19.07 6.28 18.27  0.21
H 18.92 4.06 19.12  0.15
H 16.69 2.87 18.61  0.20
H 16.14 4.36 17.89  0.21
H 16.60 4.16 19.59  0.20
H 18.57 2.44 17.49  0.47

The SMILES is CC(C)O.CC(C)O.CC(C)O.O.O. Its orbital gap is 10.25 eV.



List of relative energies, unit eV: A 11.841; B 0.000



A.
C5H8O3 | ωB97M-V with the def2-TZVPD basis set

Each line ends with the natural charge from an NBO analysis.
Geometry (Å):
C -0.05 -0.73 0.54  0.36
C -0.34 0.72 0.71  -0.55
C 1.38 -1.17 0.67  -0.68
C 0.02 1.03 -0.78  0.34
C -1.19 1.46 -1.63  0.39
O -1.03 -1.54 1.01  -0.66
O 1.15 1.45 -1.09  -0.60
O -2.32 1.55 -1.23  -0.49
H -0.76 -2.47 0.95  0.48
H -0.14 -0.46 -0.91  0.08
H -0.88 1.80 -2.63  0.13
H -1.39 0.90 0.91  0.26
H 0.36 1.23 1.38  0.23
H 1.70 -1.05 1.70  0.23
H 1.50 -2.21 0.37  0.21
H 1.99 -0.52 0.04  0.26

Its orbital gap is 9.19 eV.



B.
C5H8O3 | ωB97M-V with the def2-TZVPD basis set

Each line ends with the natural charge from an NBO analysis.
Geometry (Å):
C 2.64 0.14 -0.30  -0.32
C 2.84 -1.05 0.22  -0.26
C 1.99 0.93 -1.07  0.66
C -2.52 -1.02 0.13  -0.75
C -1.82 0.08 -0.51  0.45
O 0.70 1.93 0.99  -0.97
O -2.03 1.24 -0.38  -0.52
O 1.58 1.82 -1.72  -0.47
H 2.23 -1.94 0.04  0.18
H 3.61 -1.22 0.85  0.18
H -2.00 -1.99 0.22  0.24
H -2.88 -0.78 1.18  0.24
H -3.56 -1.17 -0.31  0.27
H -1.27 -0.34 -1.42  0.09
H 0.54 1.36 1.77  0.48
H -0.03 2.00 0.31  0.51

The SMILES is C=C=C=O.CC=O.O. Its orbital gap is 8.48 eV.



C.
C5H8O3 | ωB97M-V with the def2-TZVPD basis set

Each line ends with the natural charge from an NBO analysis.
Geometry (Å):
C 1.69 0.51 -0.12  -0.23
C 0.92 1.55 -0.17  -0.26
C 1.21 -0.92 0.03  -0.45
C -0.27 -0.74 0.36  0.03
C -0.95 0.50 -0.04  0.59
O -1.16 -1.89 0.06  -0.71
O -1.79 1.17 0.85  -0.70
O -1.53 0.57 -1.25  -0.70
H 2.76 0.53 -0.18  0.19
H 0.84 2.52 -0.53  0.20
H 1.37 -1.40 -0.85  0.21
H 1.81 -1.40 0.79  0.22
H -0.43 -0.63 1.46  0.17
H -0.76 -2.41 -0.59  0.47
H -1.84 0.57 1.58  0.47
H -1.88 1.47 -1.40  0.49

Its orbital gap is 8.85 eV.



List of relative energies, unit eV: A 0.000; B 0.760; C 0.825



A.
C5H8O3 | ωB97M-V with the def2-TZVPD basis set

Each line ends with the natural charge from an NBO analysis.
Geometry (Å):
C -0.82 -1.72 0.23  0.11
C -0.87 -0.06 0.59  -0.04
C 0.46 1.82 0.37  -0.14
C 1.47 1.03 -0.29  -0.12
C 0.29 -0.65 0.04  0.02
H -2.39 -1.92 -1.25  0.48
H -1.12 -2.59 1.00  0.25
H -1.66 0.30 -0.11  0.21
H -0.13 2.48 -0.29  0.19
H 0.91 2.59 0.87  0.21
H 2.23 1.70 -0.95  0.19
H 2.07 0.37 0.25  0.20
H 1.18 -0.87 0.81  0.19
O -1.39 -1.58 -1.14  -0.72
O -0.22 1.05 1.41  -0.52
O 1.08 -0.05 -1.02  -0.51

The SMILES is OC1[C@H]2OCCO[C@H]12. Its orbital gap is 9.89 eV.



B.
C5H8O3 | ωB97M-V with the def2-TZVPD basis set

Each line ends with the natural charge from an NBO analysis.
Geometry (Å):
C 2.19 -0.82 0.50  -0.70
C 1.25 0.03 -0.04  0.35
C -0.20 -0.53 -0.69  -0.13
C -2.09 0.20 0.10  0.22
C -0.14 0.00 0.62  0.04
H 3.20 -0.28 0.92  0.23
H 2.49 -1.64 -0.35  0.26
H 1.70 -1.49 1.24  0.27
H 2.54 1.11 -0.79  0.48
H -0.49 0.34 -1.24  0.18
H -2.93 -0.13 0.89  0.14
H -2.61 0.56 -0.67  0.15
H 0.04 -0.52 1.85  0.18
O 1.49 1.23 -0.68  -0.63
O -1.51 -1.06 -0.66  -0.53
O -1.23 0.93 0.74  -0.51

Its orbital gap is 9.23 eV.



C.
C5H8O3 | ωB97M-V with the def2-TZVPD basis set

Each line ends with the natural charge from an NBO analysis.
Geometry (Å):
C -0.09 -1.64 0.30  0.87
O 0.13 -2.60 -0.57  -0.68
O -1.41 -0.54 -0.58  -0.70
O -0.16 -1.67 1.47  -0.57
H -0.03 -2.27 -1.46  0.51
H -2.21 -0.36 -0.04  0.50
C 0.85 0.19 -0.52  -0.31
C -0.61 0.75 -0.42  -0.03
C 1.87 0.63 0.24  -0.40
C -1.08 1.42 0.76  -0.37
H 1.13 -0.28 -1.48  0.20
H -0.77 1.34 -1.33  0.21
H 1.67 1.24 1.12  0.19
H -1.07 0.90 1.70  0.20
H 2.90 0.38 0.02  0.20
H -1.11 2.50 0.77  0.19

Its orbital gap (alpha / beta) is 5.67 / 9.22 eV.



List of relative energies, unit eV: A 2.283; B 3.555; C 0.000



A.
C4H6O3Si | ωB97M-V with the def2-TZVPD basis set

Each line ends with the natural charge from an NBO analysis.
Geometry (Å):
C -1.58 0.24 -0.82  -0.19
C -0.36 -0.19 -1.49  -0.35
C -1.41 0.50 0.49  -0.65
C 0.73 -0.34 -0.70  -0.09
O 1.95 -0.77 -1.10  -0.68
O 1.24 1.50 1.36  -1.08
O 0.20 -0.97 2.27  -1.10
Si 0.36 0.11 1.10  2.02
H -2.60 0.57 -1.29  0.22
H -0.53 -0.59 -2.46  0.20
H -2.21 0.81 1.07  0.20
H 1.83 -1.35 -1.96  0.47
H 1.58 1.89 0.58  0.50
H 0.80 -1.38 2.96  0.54

The SMILES is OC1=CC=C[Si]1(O)O. Its orbital gap is 8.36 eV.



B.
C4H6O3Si | ωB97M-V with the def2-TZVPD basis set

Each line ends with the natural charge from an NBO analysis.
Geometry (Å):
C -0.71 1.16 0.04  -0.13
C -0.73 -0.28 0.24  -0.38
C 0.43 1.71 -0.51  -0.77
C -1.38 -0.80 1.29  0.19
O -1.12 -2.18 1.54  -0.68
O 1.40 -0.69 -1.77  -1.13
O 3.14 0.48 -0.11  -1.16
Si 1.86 0.59 -0.91  2.17
H -1.63 1.57 0.41  0.22
H -0.11 -0.89 -0.34  0.21
H 0.37 2.78 -0.72  0.24
H -0.22 -2.24 1.18  0.48
H 0.72 -1.03 -2.33  0.53
H -2.02 -0.19 1.98  0.20

The SMILES is O=[Si](O)/C=C\C=C\O. Its orbital gap is 8.91 eV.



List of relative energies, unit eV: A 0.000; B 1.331